Computed, not measured: a molecular structure, C29H29BN8O6S3Zr, with wB97M-V/def2-TZVPD.

The geometry in ORCA input format:
```
! wB97M-V def2-TZVPD RIJCOSX def2/J DEFGRID3
* xyz 2 1
H -3.48019 1.70755 3.65177
S 2.44800 2.58081 3.22082
O -1.76128 6.26389 -4.56688
N -2.42898 -1.85797 2.16575
C 2.39101 0.90975 3.71053
H 1.77676 2.77775 -0.29788
C 1.84545 -0.43361 -2.74872
C -3.18648 0.90650 4.32677
C 1.43270 0.51354 -3.69285
C -2.21726 -0.61233 2.60514
C 0.47904 0.12228 -4.78882
C 2.09547 2.10387 1.59099
C -2.44825 1.55421 -3.32125
B -1.68878 -2.52467 1.00063
H 2.15315 3.99992 0.87559
H -2.23044 1.14691 4.78620
C 2.76518 -0.09560 -1.76018
N -3.08319 -0.35295 3.59443
H -0.17205 3.78453 -2.11300
H 2.33921 -2.89288 4.15031
O -0.21615 5.91431 -3.09887
O -0.98649 -0.04168 -1.47413
H -2.78163 0.53024 -3.22689
H 3.33025 -4.28640 1.04817
C -1.62720 4.17735 -3.61700
C 2.59131 0.38131 4.97441
S 1.23368 -2.63055 -0.45277
H 2.68994 -1.43235 6.10112
H 2.79560 1.02265 5.82104
C 2.32691 -1.81835 4.02280
C 2.14772 -1.28070 2.75557
C -2.67441 3.71723 -4.39458
C 2.14325 0.09951 2.60657
C 3.29232 1.19728 -1.70448
C -1.40055 2.06119 -2.55828
H -3.94031 0.78972 5.09895
Zr 0.35951 -0.30087 0.14765
N -1.16436 5.57655 -3.77773
N 2.03592 3.02708 0.64468
C 2.53540 -0.99642 5.12400
C 1.96371 1.79287 -3.61924
H -0.31149 -0.52815 -4.41085
H -2.43321 -3.06708 0.24291
C 2.60868 -5.09826 0.98680
C 0.51017 -5.16761 2.40362
H -4.65751 -1.48988 4.52756
C 2.89307 2.13615 -2.63735
H -3.86883 -3.37411 2.69184
H -3.17184 4.35477 -5.11243
O -4.49205 0.71861 -4.85196
H -1.48692 -4.55216 3.09027
C -3.47690 -2.39222 2.89123
H 2.56577 -5.47158 -0.03379
N -4.18242 1.87437 -5.03898
C 0.61966 -3.60046 0.85440
C -3.87769 -1.46481 3.78755
H 1.49449 -1.45374 -2.85407
O 0.19562 1.63406 -0.81350
N -0.55168 -3.46307 1.48105
C -0.63137 -4.44328 2.44809
H 0.83129 -6.01402 2.98433
H 1.67334 2.53083 -4.35817
C -0.98451 3.38046 -2.69715
H 3.16528 -0.85994 -1.10344
C -0.71169 1.19710 -1.60437
H 4.03745 1.44686 -0.96007
H 2.90769 -5.90126 1.65329
H -1.15259 -1.59528 0.39141
H 3.32233 3.13053 -2.62784
O -4.69015 2.63875 -5.82250
H 2.09685 -1.92214 1.88762
H 1.00344 -0.42451 -5.57422
S -1.07728 0.57164 2.04060
N 1.89868 0.79373 1.39609
N 1.28880 -4.62499 1.40249
C -3.06159 2.40118 -4.22017
H 0.02361 0.99805 -5.25065
*
```

Calculated values
Energy relative to the best compared isomer or geometry (same formula, charge and spin) in kcal per mole: 0.0
E_LUMO in eV: -6.4
Kohn-Sham gap in eV: 7.63



Computed, not measured: a molecular structure, C29H29Br2N4OY, with wB97M-V/def2-TZVPD.

The geometry in ORCA input format:
```
! wB97M-V def2-TZVPD RIJCOSX def2/J DEFGRID3
* xyz 0 1
H -0.38005 4.73683 1.23494
C -1.55257 -2.90767 3.62026
H -3.26393 -3.49566 -2.32437
C 3.38941 1.86285 -3.44928
H 1.40067 0.30284 -2.80251
H 3.08475 -2.09901 2.83922
H -1.94472 0.75220 1.83483
C 4.02483 1.52234 -4.69360
N -0.09513 -1.39524 2.27702
Y 0.24785 -0.38484 0.29725
H -0.82995 2.77539 3.62928
O 2.34764 -1.04342 1.18917
C -3.27062 -3.07418 1.03058
C -0.47182 -3.43993 4.19448
C -1.81373 -2.70709 1.11760
N -0.12456 -0.88624 -2.08802
C 0.94290 -2.02517 2.88451
H 0.84518 3.73123 -2.23006
H -2.36918 -2.57657 -3.92548
H 4.68938 0.62365 -2.28370
C 0.85584 -3.05672 3.75801
C 3.20414 1.61100 -1.07050
H 0.90672 -0.11399 -5.19507
C -0.85281 2.60783 1.46478
C 2.11633 2.48286 -1.03322
C -1.43809 -1.99256 2.42864
C -2.13679 1.77624 1.49795
C 2.30988 2.74912 -3.43241
C 2.27724 -1.40586 2.61346
H -3.88727 -3.13362 1.91723
H -2.60991 1.72925 0.51308
H 0.73228 3.10412 2.88461
C 0.30469 -0.56265 -4.41846
C 3.84088 1.29468 -2.26239
H 0.13984 1.43576 3.01403
H -2.16255 -1.17630 2.54698
C 0.57768 -0.33963 -3.08868
H 2.39807 -0.48339 3.18681
H 2.04540 2.52508 1.08663
Br -1.22053 -1.73821 -6.50650
C -1.52227 -1.94883 -3.69869
C 0.04247 2.07525 0.32474
N 4.53384 1.23696 -5.68361
C -2.93233 -3.13059 -1.36669
C -1.88901 -2.26014 -1.21483
H 3.58161 1.22058 -0.13105
C -1.24958 4.07748 1.26142
C 1.68315 3.04492 -2.23728
H 1.74238 -3.49849 4.18935
C -1.17097 -1.68525 -2.37622
H -2.54597 -3.13339 3.98845
C -0.15684 2.47226 2.82336
C 1.40060 2.80471 0.24611
H -1.89436 4.42342 2.07359
H 3.24893 -0.79384 0.96585
Br -5.51361 -3.95504 -0.45809
H -2.86374 2.20407 2.19354
H -0.57952 -4.12371 5.02787
H 1.97107 3.19607 -4.35760
N -1.44093 -1.83962 -0.00765
C -3.72773 -3.36287 -0.18480
H -1.20586 -3.63022 1.06699
C -0.77391 -1.38815 -4.71088
H -0.49166 2.31252 -0.61456
H 1.29286 3.89684 0.30099
H -1.79601 4.19973 0.32260
*
```

Calculated values
Energy relative to the best compared isomer or geometry (same formula, charge and spin) in kcal per mole: 0.0
E_LUMO in eV: -0.5
Kohn-Sham gap in eV: 6.27



Computed, not measured: a molecular structure, C29H29BrNRhS3, with wB97M-V/def2-TZVPD.

The geometry in ORCA input format:
```
! wB97M-V def2-TZVPD RIJCOSX def2/J DEFGRID3
* xyz -2 5
C 0.28629 2.35214 1.99175
H -2.97334 -0.06767 -0.49257
C -1.67991 -0.69097 -3.36446
C 3.80367 -0.36100 3.06558
S 2.05380 0.05371 0.99320
H 0.75933 5.06825 1.64516
C -0.76457 3.44978 1.86435
C 1.90878 0.33118 4.98873
H 0.40257 0.96363 -1.51706
Br -4.12073 -4.92756 0.73547
H 4.60449 -2.14534 -3.46364
H 1.16826 0.53270 5.77910
C -3.14324 -3.26311 0.84091
C 4.15422 -0.33179 4.46168
H -1.39718 2.34409 0.14000
H -3.19759 -0.28754 -4.82210
C -1.45517 -2.98296 -2.65047
C 2.68033 -1.77504 -2.75176
C -1.93462 2.94189 0.89438
H 0.71797 0.85969 -3.44474
H -4.45255 -2.16536 -0.27539
C -2.82610 -2.42026 -4.57024
H -0.39544 -2.13088 2.49187
C -1.12397 -1.63239 -2.57200
H -1.74951 2.99836 3.64984
H 4.40268 -0.28065 -5.29804
C -0.18220 4.70433 1.21274
S -0.06587 1.01072 3.21551
H 4.50984 -0.77568 2.25813
H -2.56444 2.25327 1.37833
C -1.23677 -2.11061 1.75078
C -1.24702 3.83443 3.23717
H 1.36894 2.57162 1.91318
C -2.64373 -0.96904 0.12062
H 0.19867 4.37321 0.19215
C 3.64696 -0.45752 -4.53691
H 2.64480 -2.74311 -2.19090
C 2.55128 0.10886 2.66998
C 3.17608 -0.10954 5.40310
C -1.57058 -0.98349 0.97933
Rh -0.19401 0.47130 0.99770
H 3.41615 -0.28626 6.44134
N -0.26578 0.28094 -1.09103
C -2.04859 -3.22522 1.71668
H -3.29845 -2.69738 -5.47727
C 1.54534 0.19496 -3.47769
H -1.30207 0.37988 -3.36986
H -2.56133 -4.40913 -3.73187
C 2.56861 0.45754 -4.42637
H 2.46757 1.28713 -5.12667
H 5.22061 -0.47546 4.78434
C -3.49219 -2.10338 0.13202
C -2.67480 -1.04157 -4.26742
H -0.97072 -3.62913 -1.97543
H -0.81425 5.53196 0.98042
H -1.90821 4.73327 3.07371
H -2.48866 3.78202 0.42567
C 1.60147 -0.91077 -2.68558
C 3.72755 -1.48134 -3.58244
C -2.29908 -3.37392 -3.65133
H -0.39995 4.21717 3.82276
H -2.00159 -4.09767 2.38335
C 1.59574 0.51782 3.67927
S 0.26222 -1.26310 -1.49703
*
```

Calculated values
Energy relative to the best compared isomer or geometry (same formula, charge and spin) in kcal per mole: 9.3
E_LUMO (alpha / beta) in eV: 4.1 / 4.1
⟨S²⟩: 6.04
Kohn-Sham gap (alpha / beta) in eV: 1.92 / 5.68



no.,molecular weight (g mol⁻¹)
1,783.8
2,698.3
3,670.6